Entry from the OMol25 dataset: the molecule C4H8N2 in a non-equilibrium geometry (ωB97M-V/def2-TZVPD).

Positions of all 14 atoms, in Å:
C: -0.3755 -2.0195 0.0164
C: 0.0900 -0.6506 -0.4551
N: -0.7005 0.3990 0.1848
C: -0.2111 1.7360 -0.0716
C: 1.1609 1.9916 0.4402
N: 2.2266 2.1283 0.8702
H: 0.2037 -2.8104 -0.4712
H: -1.4355 -2.1653 -0.2162
H: -0.2424 -2.1252 1.1003
H: 1.1721 -0.5335 -0.2660
H: -0.0565 -0.5702 -1.5405
H: -0.7342 0.2352 1.1874
H: -0.8877 2.4723 0.3741
H: -0.2100 1.9122 -1.1527

Cartesian forces (eV/Å) of the 6 atoms listed first:
0.00 -0.03 0.01
0.08 -0.11 -0.10
0.10 -0.04 0.16
-0.07 0.13 -0.10
0.91 0.07 0.37
-1.04 -0.11 -0.43

Properties
Gap between HOMO and LUMO   10.740 eV
Largest force on an atom   1.13 eV/Å
Energy above the lowest of the compared OMol25 structures with the same formula, charge and spin   48.0 kJ/mol
2S+1   1